w | {
  "formula": "C11H13NOS",
  "method": "ωB97M-V/def2-TZVPD",
  "homo_lumo_gap_ha": [0.25838, 0.25859],
  "total_charge": 0,
  "spin_multiplicity": 1,
  "lumo_ev": [-1.0, -1.0],
  "elements": ["S", "O", "N", "C", "C", "C", "C", "C", "C", "C", "C", "C", "C", "C", "H", "H", "H", "H", "H", "H", "H", "H", "H", "H", "H", "H", "H"],
  "coordinates": [[-1.372, -2.271, 0.282], [-1.916, -3.311, -0.603], [-0.454, 0.790, 0.663], [3.904, 0.682, -0.383], [-3.444, 1.731, -0.376], [2.860, -0.477, -0.250], [2.840, -1.102, 1.114], [-2.534, 1.612, 0.614], [-3.276, -0.648, -0.797], [-1.820, 0.332, 1.008], [1.511, 0.106, -0.657], [-2.309, -0.845, 0.239], [-3.797, 0.537, -1.096], [0.464, 0.301, 0.049], [4.909, 0.492, 0.044], [4.046, 1.006, -1.357], [-4.503, 0.671, -1.863], [3.609, 1.497, 0.200], [-2.367, 2.409, 1.323], [-3.360, -1.639, -1.329], [3.033, -1.286, -0.915], [3.647, -1.720, 1.149], [3.166, -0.493, 1.936], [-2.110, 0.219, 2.089], [1.947, -1.603, 1.332], [1.153, 0.301, -1.756], [-3.827, 2.709, -0.660]]
}

=====

x | {
  "formula": "C11H13NOS",
  "method": "ωB97M-V/def2-TZVPD",
  "homo_lumo_gap_ha": [0.25811, 0.27940],
  "total_charge": 0,
  "spin_multiplicity": 1,
  "lumo_ev": [-0.9, -0.2],
  "elements": ["S", "O", "N", "C", "C", "C", "C", "C", "C", "C", "C", "C", "C", "C", "H", "H", "H", "H", "H", "H", "H", "H", "H", "H", "H", "H", "H"],
  "coordinates": [[-0.843, -3.270, 1.147], [-1.240, -2.552, 2.380], [-1.540, -0.897, -0.066], [-0.388, -0.151, 0.029], [-1.494, -2.283, -0.232], [-2.014, -2.904, -1.288], [0.794, 1.978, -0.003], [2.009, 1.334, 0.178], [0.867, -0.689, 0.169], [-0.386, 1.253, -0.066], [-2.823, -0.243, -0.185], [3.355, -0.781, 0.515], [2.059, -0.063, 0.292], [0.742, 3.475, -0.117], [-2.409, -2.361, -2.134], [-1.316, 1.783, -0.198], [-2.051, -3.978, -1.340], [-3.603, -0.997, -0.121], [3.928, -0.289, 1.298], [0.665, 3.926, 0.873], [-2.956, 0.462, 0.640], [1.642, 3.858, -0.592], [3.949, -0.774, -0.398], [-0.123, 3.786, -0.698], [3.172, -1.813, 0.803], [-2.924, 0.292, -1.135], [2.928, 1.899, 0.249]]
}

=====

x takes first place; second place is 90.9 kJ/mol up.

=====

w | {
  "formula": "C5H10N2O2",
  "method": "ωB97M-V/def2-TZVPD",
  "homo_lumo_gap_ha": [0.26685, 0.26682],
  "total_charge": 0,
  "spin_multiplicity": 1,
  "lumo_ev": [-0.3, -0.3],
  "elements": ["O", "O", "N", "N", "C", "C", "C", "C", "C", "H", "H", "H", "H", "H", "H", "H", "H", "H", "H"],
  "coordinates": [[1.035, -0.783, -1.636], [-0.446, 0.972, 1.200], [1.527, 2.162, 0.488], [1.965, 1.373, -0.211], [-1.214, 1.076, -1.117], [1.043, -0.451, -0.486], [1.702, -1.240, 0.622], [-0.759, 0.311, 0.105], [-1.496, -0.990, 0.351], [0.131, 1.950, 1.018], [-2.538, -0.747, 0.583], [1.240, -2.226, 0.685], [-1.086, -1.505, 1.217], [-2.277, 1.312, -1.028], [1.574, -0.732, 1.577], [-0.670, 2.011, -1.228], [-1.036, 0.486, -2.015], [-1.458, -1.630, -0.527], [2.763, -1.351, 0.400]]
}

=====

x | {
  "formula": "C5H10N2O2",
  "method": "ωB97M-V/def2-TZVPD",
  "smiles": "CN(C#N)C(=O)O.CC",
  "homo_lumo_gap_ha": 0.39561,
  "total_charge": 0,
  "spin_multiplicity": 1,
  "lumo_ev": 0.4,
  "elements": ["O", "O", "N", "N", "C", "C", "C", "C", "C", "H", "H", "H", "H", "H", "H", "H", "H", "H", "H"],
  "coordinates": [[-0.926, -1.185, 2.281], [-1.657, -1.183, 0.156], [-0.584, 0.641, 1.041], [-1.028, 2.296, -0.743], [-1.111, -0.632, 1.069], [-0.837, 1.489, 0.046], [1.316, -0.771, -1.486], [0.200, -0.316, -2.414], [0.188, 1.158, 2.159], [-0.768, -0.406, -1.928], [0.545, 2.158, 1.911], [-0.427, 1.203, 3.060], [0.346, 0.719, -2.714], [0.185, -0.936, -3.311], [1.041, 0.502, 2.349], [1.432, -0.081, -0.652], [-1.288, -2.082, 2.281], [1.107, -1.762, -1.089], [2.265, -0.812, -2.016]]
}

=====

x takes first place; second place is 218.1 kJ/mol up.

=====

w | {
  "formula": "C4H5O2S",
  "method": "ωB97M-V/def2-TZVPD",
  "homo_lumo_gap_ha": 0.27395,
  "total_charge": -1,
  "spin_multiplicity": 1,
  "lumo_ev": 3.6,
  "elements": ["S", "O", "O", "C", "C", "C", "C", "H", "H", "H", "H", "H"],
  "coordinates": [[3.323, 0.054, 0.260], [3.210, -0.844, -0.960], [3.626, 1.483, -0.121], [-1.737, -0.367, -0.753], [-1.281, 0.161, 0.657], [1.474, 0.158, 0.819], [0.175, 0.036, 0.685], [-2.102, -1.379, -0.540], [-1.504, 1.142, 0.885], [-2.515, 0.347, -1.037], [-1.852, -0.454, 1.502], [-0.818, -0.336, -1.397]]
}

=====

x | {
  "formula": "C4H5O2S",
  "method": "ωB97M-V/def2-TZVPD",
  "smiles": "C[C@@H]1S[C@H]1C(=O)[O-]",
  "homo_lumo_gap_ha": 0.27630,
  "total_charge": -1,
  "spin_multiplicity": 1,
  "lumo_ev": 3.5,
  "elements": ["S", "O", "O", "C", "C", "C", "C", "H", "H", "H", "H", "H"],
  "coordinates": [[0.310, -1.787, -0.223], [3.162, -0.096, -0.011], [1.985, 1.756, -0.451], [0.761, -0.106, 0.344], [-0.491, -0.196, -0.501], [-1.827, -0.119, 0.102], [2.118, 0.564, -0.088], [-1.998, 0.991, 0.425], [-0.387, 0.231, -1.541], [-1.861, -0.649, 1.020], [-2.538, -0.578, -0.456], [0.765, -0.012, 1.382]]
}

=====

x takes first place; second place is 278.7 kJ/mol up.

=====

w | {
  "formula": "C2H4NO3P",
  "method": "ωB97M-V/def2-TZVPD",
  "smiles": "[O-]N1C[C@@H]1P([O-])O",
  "homo_lumo_gap_ha": 0.21181,
  "total_charge": -2,
  "spin_multiplicity": 1,
  "lumo_ev": 7.6,
  "elements": ["P", "O", "O", "O", "N", "C", "C", "H", "H", "H", "H"],
  "coordinates": [[-1.700, -0.087, -0.514], [-1.794, 1.492, 0.164], [1.912, 1.470, 0.147], [-2.547, -0.923, 0.380], [1.071, 0.584, -0.386], [1.307, -0.875, -0.283], [0.036, -0.240, 0.156], [-0.260, -0.425, 1.413], [1.131, -1.560, -1.204], [1.943, -1.393, 0.511], [-1.098, 1.957, -0.384]]
}

=====

x | {
  "formula": "C2H4NO3P",
  "method": "ωB97M-V/def2-TZVPD",
  "smiles": "O=P([O-])([O-])N1CC1",
  "homo_lumo_gap_ha": 0.22575,
  "total_charge": -2,
  "spin_multiplicity": 1,
  "lumo_ev": 7.2,
  "elements": ["P", "O", "O", "O", "N", "C", "C", "H", "H", "H", "H"],
  "coordinates": [[-0.532, 0.399, -1.380], [0.451, 0.111, -2.501], [-1.518, -0.746, -1.032], [-1.250, 1.865, -1.424], [0.541, 0.613, 0.046], [-0.074, 0.193, 1.249], [0.858, -0.707, 0.575], [0.075, 0.783, 2.300], [1.911, -0.674, 0.977], [0.546, -1.662, 0.038], [-1.008, -0.175, 1.152]]
}

=====

x takes first place; second place is 432.3 kJ/mol up.

=====

w | {
  "formula": "C2H4NO3P",
  "method": "ωB97M-V/def2-TZVPD",
  "smiles": "O=P([O-])([O-])N1CC1",
  "homo_lumo_gap_ha": 0.23285,
  "total_charge": -2,
  "spin_multiplicity": 1,
  "lumo_ev": 7.3,
  "elements": ["P", "O", "O", "O", "N", "C", "C", "H", "H", "H", "H"],
  "coordinates": [[-1.594, 0.104, -0.062], [-2.081, -1.250, 0.463], [-1.196, 0.067, -1.552], [-2.368, 1.360, 0.366], [0.090, 0.264, 0.832], [1.200, 0.646, -0.027], [0.957, -0.821, 0.214], [0.872, 1.015, -0.987], [0.708, -1.224, -0.756], [1.446, -1.374, 1.015], [1.965, 1.212, 0.493]]
}

=====

x | {
  "formula": "C2H4NO3P",
  "method": "ωB97M-V/def2-TZVPD",
  "smiles": "[H]/N=C/OP(=C)([O-])[O-]",
  "homo_lumo_gap_ha": 0.22500,
  "total_charge": -2,
  "spin_multiplicity": 1,
  "lumo_ev": 7.3,
  "elements": ["P", "O", "O", "O", "N", "C", "C", "H", "H", "H", "H"],
  "coordinates": [[-1.427, -0.179, -0.101], [-2.436, 0.605, 0.656], [-1.333, -0.012, -1.579], [0.160, 0.782, 0.452], [2.290, 1.695, 0.205], [1.215, 0.960, -0.145], [-1.258, -1.800, 0.547], [-0.440, -2.370, 0.051], [3.086, 1.637, -0.544], [-1.119, -1.618, 1.682], [1.262, 0.300, -1.222]]
}

=====

w takes first place; second place is 64.7 kJ/mol up.